[1]
Entry from the OMol25 dataset: a 7-piece molecular cluster, C17H48F2N4O10S2 overall at a distorted geometry (wB97M-V/def2-TZVPD).

Highest occupied orbital energy (alpha / beta) = -6.372 / -6.372 eV
Multiplicity = 2
Charge = -1

Each line ends with the Löwdin charge.
Atoms and positions in Å:
C (-3.406, 3.144, -0.837)  -0.0586
O (0.746, -1.529, 4.545)  -0.2222
H (-2.785, 3.956, -1.214)  0.0688
H (0.067, -3.451, 4.730)  0.1174
H (0.621, 3.078, -0.328)  0.0572
H (1.529, 4.355, 0.655)  0.0836
H (3.633, 1.140, -3.174)  0.0568
O (-2.654, 2.391, 0.172)  -0.1555
H (2.863, 2.529, -3.806)  0.0719
H (-4.303, 3.677, -0.520)  0.0920
C (1.104, 4.054, -0.303)  -0.0673
H (2.998, -1.209, -1.457)  0.1020
O (-0.582, -3.796, -1.338)  -0.0621
H (-0.186, 1.067, 3.212)  0.0680
C (4.260, 2.981, -2.132)  -0.3949
H (2.607, -1.508, 3.634)  0.0790
N (-5.052, 0.226, -1.660)  -0.2316
H (-3.481, 2.180, 3.208)  0.0729
C (0.633, -5.184, -2.905)  -0.0932
H (-1.793, -4.504, 3.440)  0.0757
O (-4.376, 1.456, -3.776)  -0.3206
H (1.421, -5.515, -2.229)  0.0644
O (-5.139, -0.953, -3.903)  -0.2857
N (-2.751, 1.538, 2.934)  0.0521
C (3.265, -1.317, -0.406)  -0.3942
H (-2.995, 3.783, 1.670)  0.1138
C (3.310, 3.053, -0.908)  -0.1568
C (-0.471, 1.679, 2.357)  -0.0758
H (0.876, -3.093, 3.208)  0.1113
C (-1.776, -3.722, 2.681)  -0.0483
H (6.221, 2.684, -2.592)  0.0541
O (-0.862, -0.824, -0.765)  -0.0282
H (-0.266, -0.887, 2.513)  0.0391
H (1.156, -3.373, -2.279)  0.0876
H (-2.811, -3.621, 2.354)  0.0885
H (2.885, -0.414, 0.071)  0.1067
O (-7.044, 1.690, -2.895)  -0.2978
C (-1.196, -2.449, 3.215)  -0.4701
S (-6.702, 0.533, -2.079)  0.5593
C (2.172, -1.573, 4.631)  -0.1004
H (-1.460, 3.950, 0.944)  0.1066
N (-1.051, -1.458, 2.234)  0.0722
H (2.919, -3.436, -0.561)  0.0734
H (-0.419, -3.385, -3.294)  0.1223
H (4.553, 2.229, -4.209)  0.0662
C (-2.191, 3.194, 1.229)  -0.2277
C (0.156, -2.713, 3.932)  -0.1725
N (5.657, 2.593, -1.759)  0.0256
H (2.859, -2.872, 1.094)  0.0693
O (-7.501, -0.674, -2.183)  -0.3104
H (-2.342, 1.095, 3.744)  0.0671
H (-0.195, -5.889, -2.818)  0.0751
O (2.238, 4.016, -1.246)  -0.2157
O (4.592, -1.408, -0.265)  -0.0465
H (-1.604, 3.129, 3.331)  0.1301
H (2.982, 2.036, -0.691)  0.1027
C (-1.741, 2.459, 2.482)  -0.4584
H (2.501, -0.751, 5.266)  0.0840
H (-0.597, -1.899, 1.447)  0.0505
H (0.417, 4.827, -0.649)  0.0841
H (0.819, 0.103, -1.867)  0.0541
H (3.896, 3.431, -0.070)  0.1154
H (4.956, -1.820, -1.052)  0.0982
C (0.178, -3.809, -2.486)  -0.3659
F (-3.143, -0.268, -2.748)  -0.2491
H (1.527, -2.541, -0.026)  0.0521
H (4.272, 4.011, -2.489)  0.1245
H (1.066, -5.279, -3.901)  0.0730
H (-1.786, -1.969, 3.996)  0.1378
H (2.393, -2.501, 5.158)  0.0818
H (-1.216, -4.087, 1.820)  0.0797
C (-0.163, 0.269, -1.424)  -0.1240
H (-3.460, 2.557, -1.754)  0.0609
H (0.168, 0.997, -0.684)  0.0550
H (-0.690, 0.794, -2.220)  0.0857
H (-0.444, 1.037, 1.476)  0.0572
H (0.381, 2.349, 2.242)  0.0688
C (2.611, -2.601, 0.068)  -0.0683
S (-4.663, 0.177, -3.151)  0.4055
H (5.754, 1.606, -1.568)  0.0548
C (3.818, 2.189, -3.405)  -0.0624
F (-7.114, 0.913, -0.575)  -0.2250
H (-0.666, -2.871, -1.094)  0.0332



[2]
Entry from the OMol25 dataset: one molecule with the formula C4H7NO at a distorted geometry (wB97M-V/def2-TZVPD).

Highest occupied orbital energy = -8.531 eV
Charge = 0

Each line ends with the Löwdin charge.
Atoms and positions in Å:
C (-2.270, -0.716, 0.112)  -0.0355
H (-2.097, -1.569, 0.819)  0.0832
C (1.329, 0.229, -0.078)  -0.2038
C (0.283, -0.613, -0.162)  -0.0570
N (2.603, -0.207, 0.030)  0.0377
H (1.122, 1.282, -0.057)  0.1206
C (-0.996, 0.136, -0.097)  -0.4509
H (0.306, -1.645, -0.050)  0.0787
O (-1.045, 1.380, 0.022)  -0.0156
H (-3.092, -0.068, 0.446)  0.0739
H (2.915, -1.152, 0.151)  0.0789
H (-2.458, -1.149, -0.928)  0.0996
H (3.370, 0.497, 0.573)  0.1902



[3]
Entry from the OMol25 dataset: C20H28N2SiTb as an isolated structure at a distorted geometry (wB97M-V/def2-TZVPD).

Highest occupied orbital energy (alpha / beta) = -10.293 / -10.181 eV
Multiplicity = 7
Charge = +1

Each line ends with the Löwdin charge.
Atoms and positions in Å:
H (-4.187, 4.577, 1.452)  0.0148
H (-6.587, -2.847, 0.585)  0.1079
H (1.904, -0.709, 4.079)  0.1276
H (2.240, -1.959, -0.496)  0.1110
H (-5.190, 3.101, 1.570)  -0.0115
C (-5.795, -2.111, 0.476)  -0.0767
H (-4.876, 2.216, -4.137)  0.1088
C (-5.199, 4.173, 1.363)  -0.0461
C (0.237, -1.774, -1.484)  -0.1805
H (-5.579, 4.351, 0.352)  0.0219
Tb (-0.006, 0.029, -0.096)  1.4831
H (-1.347, -0.622, -2.622)  0.1055
C (-5.721, -1.020, 1.343)  -0.0709
N (0.647, -0.183, 2.556)  0.0304
H (-0.045, 0.141, 3.072)  0.0442
H (2.640, 0.612, -1.309)  0.1123
C (-1.656, 2.847, -2.093)  -0.1510
H (3.445, -0.520, 0.376)  0.1100
C (-3.813, -1.303, -0.661)  -0.1203
H (-0.226, -2.718, -1.291)  0.1225
C (-4.842, -2.246, -0.532)  -0.0762
H (3.532, 0.520, 2.755)  0.1391
C (-3.967, 2.397, -3.569)  -0.0676
H (-3.065, -1.443, -1.436)  0.0794
H (-2.632, 2.040, 1.120)  -0.0405
C (1.809, -0.888, 3.022)  -0.2136
H (-3.131, 3.746, -5.031)  0.1083
H (-4.666, 0.774, 1.880)  0.0793
C (-3.724, -0.199, 0.202)  -0.3876
H (-4.890, -3.089, -1.218)  0.1061
C (1.550, -1.367, -1.078)  -0.2000
H (-1.066, 4.152, -3.702)  0.1071
C (3.089, -0.418, 2.351)  -0.2274
H (3.818, -1.166, 2.411)  0.1068
N (2.644, -0.302, 0.967)  -0.0765
C (0.591, 0.455, -2.204)  -0.2009
H (0.474, -0.164, 1.589)  -0.1264
H (-0.736, 3.024, -1.540)  0.0854
Si (-2.421, 1.078, 0.030)  0.5351
C (-0.367, -0.657, -2.198)  -0.2102
C (-1.835, 3.480, -3.327)  -0.0831
H (0.402, 1.423, -2.606)  0.1000
C (-3.793, 1.771, -2.330)  -0.0850
H (1.704, -1.960, 2.818)  0.1278
H (2.315, 0.640, 1.260)  0.1007
C (-2.630, 1.974, -1.565)  -0.3665
H (-4.569, 1.114, -1.954)  0.0986
C (-4.705, -0.071, 1.204)  -0.1027
H (-6.464, -0.904, 2.130)  0.1086
H (-5.854, 4.678, 2.088)  0.0226
C (1.772, 0.014, -1.510)  -0.2062
C (-2.991, 3.256, -4.070)  -0.0775



[4]
Entry from the OMol25 dataset: a 2-piece molecular cluster, C4H4INO3 overall at a distorted geometry (wB97M-V/def2-TZVPD).

Highest occupied orbital energy = -8.995 eV
Charge = 0

Each line ends with the Löwdin charge.
Atoms and positions in Å:
I (-3.590, -0.642, 0.131)  0.8368
C (-3.041, 1.394, -0.072)  -0.7351
C (0.384, -1.311, -0.393)  -0.0775
O (-0.078, -0.111, 0.155)  -0.0965
H (0.161, -1.458, -1.493)  0.1133
C (-0.268, 0.929, -0.711)  -0.4967
N (-0.945, 3.191, 0.124)  0.1921
C (-1.051, 2.025, -0.219)  -0.1213
H (-0.135, -2.016, 0.250)  0.0881
O (0.047, 0.887, -1.884)  0.1243
H (-1.835, 3.645, 0.349)  0.0818
H (1.499, -1.196, -0.297)  0.1179
O (-3.731, 2.349, -0.029)  -0.0271



[5]
Entry from the OMol25 dataset: a 4-piece molecular cluster, C8H20Br4O2 overall at a distorted geometry (wB97M-V/def2-TZVPD).

Highest occupied orbital energy = -10.246 eV
Charge = 0

Each line ends with the Löwdin charge.
Atoms and positions in Å:
C (14.398, 6.027, 6.096)  -0.2887
Br (5.369, 6.549, 7.347)  0.6691
H (9.819, 5.580, 5.623)  0.0593
Br (11.327, 8.204, 9.333)  0.6017
H (6.537, 8.563, 6.541)  0.0175
H (14.670, 7.202, 7.881)  0.0583
H (9.408, 3.390, 7.679)  0.0929
H (8.948, 7.937, 8.446)  0.0124
H (9.623, 3.765, 5.480)  0.0795
H (16.163, 6.954, 6.916)  0.0848
H (5.877, 7.635, 4.301)  0.0580
C (9.186, 4.382, 7.350)  -0.3187
H (8.121, 4.388, 7.114)  0.1010
O (14.406, 7.108, 5.086)  -0.1028
C (9.344, 9.973, 8.394)  -0.7037
H (9.939, 10.845, 8.781)  0.0653
H (14.917, 5.169, 5.576)  0.1206
C (10.063, 4.572, 6.091)  -0.0740
C (9.401, 8.670, 9.068)  -0.6545
O (9.335, 5.332, 8.397)  -0.1071
Br (8.336, 7.987, 4.158)  0.6247
H (13.400, 5.758, 6.446)  0.0855
H (13.919, 6.733, 4.350)  0.0631
H (11.145, 4.540, 6.209)  0.0533
C (6.652, 7.493, 6.345)  -0.7923
H (6.797, 6.104, 4.565)  0.0519
H (10.281, 5.377, 8.627)  0.0620
C (6.714, 7.162, 4.824)  -0.6474
H (7.531, 7.231, 6.930)  -0.0027
H (8.992, 8.591, 10.103)  0.0776
C (15.227, 6.484, 7.292)  -0.0962
Br (7.524, 10.713, 8.485)  0.6177
H (9.557, 9.906, 7.322)  0.0574
H (15.586, 5.629, 7.879)  0.0745



[6]
Entry from the OMol25 dataset: a 2-piece molecular cluster, C16H17N overall at a distorted geometry (wB97M-V/def2-TZVPD).

Highest occupied orbital energy = -7.915 eV
Charge = 0

Each line ends with the Löwdin charge.
Atoms and positions in Å:
H (-4.260, -1.503, 0.777)  0.0440
C (-1.195, 2.122, 0.244)  -0.1134
H (2.293, 0.093, 1.276)  0.1125
C (2.791, 2.351, -0.943)  -0.2002
H (4.335, 0.944, -0.100)  0.1036
H (3.332, 4.331, -1.847)  0.0367
H (0.272, -5.325, 0.057)  0.1178
C (-1.137, -2.150, 0.010)  -0.0608
H (0.735, 4.233, -1.745)  0.1257
H (-1.649, 3.841, -0.580)  0.1067
C (3.330, 1.309, -0.158)  -0.0015
H (-2.302, 2.054, 0.458)  0.1142
C (-2.456, -3.758, 1.076)  -0.0932
C (-0.358, -4.391, 0.209)  -0.1246
H (-3.393, -1.162, 2.137)  0.1099
H (-1.509, -5.746, 1.461)  0.1340
C (0.485, 3.354, -1.116)  -0.0373
C (3.493, 3.318, -1.946)  -0.0310
C (-1.506, -4.680, 1.003)  -0.1316
H (4.565, 3.243, -1.853)  0.0622
C (1.114, 1.410, 0.301)  -0.1922
C (1.435, 2.404, -0.698)  -0.1742
N (2.265, 0.784, 0.621)  0.0829
H (-0.901, -0.992, -0.392)  0.1504
C (-0.252, 1.225, 0.692)  -0.0603
C (-2.339, -2.376, 0.698)  -0.2646
H (3.279, 3.088, -2.995)  0.0809
H (-3.108, -0.457, 0.528)  0.0383
C (-0.147, -3.124, -0.239)  -0.1208
C (-0.740, 3.192, -0.600)  -0.1290
H (-3.390, -3.997, 1.732)  0.1396
H (0.878, -2.886, -0.623)  0.1148
H (-0.655, 0.576, 1.510)  0.1143
C (-3.302, -1.325, 1.043)  -0.0536



Calculated values (g/mol) of M for the records, taken in order: 570.72; 85.11; 483.47; 240.98; 467.86; 223.32.